Entry 1:
Molecular formula: C42H55N5O8S2
Method: DFT, wB97M-V/def2-TZVPD

For the HOMO energy, the calculation gives -7.9 eV. The value obtained for the HOMO-LUMO gap is 0.2364 Eh. The calculation puts the LUMO energy at -1.452 eV. For the total energy, the calculation gives -3304.19388 Ha.

Cartesian coordinates (Å):
C -4.70019 -2.94143 -0.64661
C -4.92365 -4.08705 -1.57041
C -4.21724 -4.19464 -3.06829
O -3.60044 -5.34489 -3.35275
O -4.37073 -3.03781 -3.96453
C -3.07476 -2.54996 -4.46510
C -2.49526 -1.25508 -3.58123
C -2.76179 0.19488 -4.30053
C -3.88972 1.13169 -3.50217
C -3.46771 2.71513 -3.45343
C -3.10963 3.29290 -1.95952
C -2.39199 2.17452 -0.96262
C -3.26223 1.33655 0.18696
C -2.56350 0.21506 1.19861
C -3.50619 -0.52841 2.34193
C -2.63524 -0.94049 3.69367
C -2.41409 0.29678 4.74722
C -0.82081 0.77236 4.88726
N -0.68967 2.10236 5.60820
C -0.95437 -0.12034 1.03998
C -0.10947 0.71100 -0.09296
C -0.78612 1.86848 -1.09293
C 0.24352 2.64926 -2.15487
O -0.10545 2.90091 -3.42053
C 1.73625 3.02476 -1.50051
C 2.52156 4.45056 -1.75721
C 1.81754 5.59206 -2.75436
C 2.47480 5.58437 -4.25866
O 2.91610 6.72007 -4.81887
O 2.53966 4.29638 -5.01205
C 3.96556 4.69819 -1.01126
C 4.61508 3.53064 -0.00687
C 3.84633 2.07095 0.26849
C 4.56499 1.01644 1.29771
C 5.16511 -0.34132 0.58568
C 4.66097 -1.70582 1.41087
S 5.04431 -3.30282 0.49161
C 3.71268 -3.71629 -0.76394
S 2.09057 -4.09691 -0.39720
N 4.15948 -3.73454 -2.23850
C 5.13115 -2.78009 -2.90656
C 5.32778 -3.17999 -4.48614
N 4.43327 -4.38886 -4.67304
C 3.73191 -4.67971 -3.33949
C 2.41323 1.86578 -0.50254
C 1.53386 0.46081 -0.27836
O 2.07060 -0.76535 -0.28233
H -3.63777 -2.84443 -0.14515
H -5.58853 -2.19998 -0.41398
H -5.67667 -4.93487 -1.19731
H -2.22660 -3.38475 -4.42667
H -3.21234 -2.26772 -5.61288
H -2.85928 -1.30988 -2.45411
H -1.31252 -1.40891 -3.54724
H -1.74355 0.74706 -4.47285
H -3.18908 -0.04557 -5.38642
H -4.86542 1.06828 -4.18667
H -4.20511 0.67542 -2.46425
H -4.38006 3.35871 -3.87066
H -2.59453 2.86885 -4.25029
H -2.32608 4.18400 -2.06494
H -4.05767 3.75883 -1.43620
H -4.40232 1.58091 0.30222
H -4.14819 -1.41450 1.92638
H -4.26630 0.31429 2.71143
H -3.25269 -1.77122 4.26052
H -1.58393 -1.39079 3.44308
H -2.70218 -0.11333 5.83023
H -3.11174 1.21718 4.54490
H -0.29866 0.89906 3.82597
H -0.19074 -0.00996 5.53203
H -0.47409 2.88856 4.92900
H 0.06100 2.06998 6.33388
H -0.36954 -0.91035 1.68768
H 1.86139 6.65028 -2.21772
H 0.68210 5.32535 -2.85528
H 2.71093 4.54360 -5.97109
H 4.51169 5.73653 -1.19845
H 5.64659 3.81629 0.51457
H 3.85449 0.63589 2.17562
H 5.45390 1.61516 1.82346
H 4.91874 -0.41529 -0.56733
H 6.35254 -0.35376 0.69450
H 5.30460 -1.72482 2.40034
H 3.52555 -1.67596 1.69319
H 5.60482 -1.92864 -2.24615
H 6.04785 -2.61080 -5.21209
H 2.96362 -5.56018 -3.27818
C -8.45682 -5.55662 2.54457
C -7.72568 -5.85736 1.26534
O -7.71455 -5.07351 0.31973
N -7.05984 -7.04414 1.17277
C -6.95475 -8.08833 2.16449
H -8.93817 -4.57728 2.46901
H -9.23041 -6.30907 2.71916
H -7.75293 -5.53187 3.38077
H -6.59258 -7.17528 0.28340
H -5.89534 -8.23576 2.38998
H -7.36132 -9.00687 1.73351
H -7.49199 -7.84780 3.08154
C 5.97432 5.14004 4.32865
C 6.57003 4.18855 3.32803
O 5.87389 3.47023 2.61520
N 7.92908 4.13705 3.22454
C 8.91001 4.89366 3.96629
H 4.88326 5.06901 4.29610
H 6.30740 4.87970 5.33681
H 6.26098 6.16664 4.08526
H 8.25517 3.47435 2.53100
H 9.50958 5.46328 3.25146
H 9.55559 4.18636 4.49325
H 8.45480 5.57540 4.68426

Entry 2:
Molecular formula: C40H52GeN5O2SV
Method: DFT, wB97M-V/def2-TZVPD

For the HOMO energy (alpha / beta), the calculation gives -1.9 / -4.1 eV. The value obtained for the HOMO-LUMO gap (alpha / beta) is 0.1362 / 0.2173 Eh. The multiplicity is 2. As for the total charge: -1. The calculation puts the LUMO energy (alpha / beta) at 1.852 / 1.854 eV. For the total energy, the calculation gives -5398.84118 Ha.

Cartesian coordinates (Å):
V -0.05903 0.40471 -0.06304
C 0.47586 -1.36056 -3.84186
C 0.94337 -0.87041 -2.50224
O -0.01768 -0.56046 -1.68578
C 2.28032 -0.81401 -2.21751
C 2.77801 -0.59025 -0.90735
C 4.17560 -1.00810 -0.57336
N 1.98364 -0.12414 0.02043
N 2.44392 -0.30528 1.33453
C 1.40894 -0.52348 2.06728
O 0.17780 -0.51239 1.57629
C 1.56608 -0.86165 3.50085
C 0.47791 -1.37718 4.19614
C 0.60181 -1.70734 5.53964
C 1.81058 -1.51405 6.19299
C 2.89874 -0.99526 5.49781
C 2.78002 -0.67224 4.15546
H 0.49962 -2.45264 -3.85102
H 1.12118 -0.99146 -4.64074
H -0.55008 -1.03925 -4.01341
H 2.97258 -1.13989 -2.97855
H 4.73611 -1.21361 -1.48366
H 4.14365 -1.91109 0.03803
H 4.67544 -0.24238 0.01766
H -0.45375 -1.52954 3.66666
H -0.24459 -2.12073 6.07416
H 1.90949 -1.77357 7.23977
H 3.84364 -0.84531 6.00601
H 3.61677 -0.26859 3.59997
C -3.35324 3.03570 0.78221
Ge -3.44032 1.28025 -0.07041
C -3.86865 1.48163 -1.96958
C -5.01600 0.41328 0.69817
C -1.86450 0.17321 0.18302
H -4.12600 3.67539 0.34873
H -2.38148 3.51849 0.67000
H -3.55284 2.91617 1.84997
H -4.62453 2.26106 -2.08679
H -4.27496 0.53698 -2.33964
H -2.99886 1.73898 -2.57875
H -5.86288 1.10029 0.61269
H -4.86537 0.17604 1.75487
H -5.26011 -0.51127 0.16844
H -2.14289 -0.81419 0.57279
C 0.93070 6.47128 2.54832
C 0.58610 5.00388 2.46324
C 0.35173 4.26025 3.60829
C -0.02664 2.92465 3.49266
C -0.28931 2.08354 4.71646
C -0.14666 2.36358 2.23584
C 0.15672 3.05384 1.04851
C 0.49061 4.40482 1.20762
N 0.07966 2.35478 -0.18807
C 0.21688 3.13244 -1.45054
C 1.63060 3.74053 -1.60232
C 1.72652 4.55529 -2.89897
C 1.52815 3.62902 -4.10061
C 0.14792 2.97614 -3.99364
C -0.92928 4.05969 -4.06173
C -0.75099 4.99553 -2.86381
C 0.64176 5.64250 -2.90889
C -0.90014 4.19024 -1.56826
C 0.05750 2.21530 -2.66777
H 1.15315 6.76324 3.57524
H 0.09735 7.08628 2.19865
H 1.79836 6.71341 1.93039
H 0.44252 4.71870 4.58875
H -0.66682 2.69216 5.53868
H 0.63066 1.59707 5.05177
H -1.00975 1.29064 4.50771
H -0.53459 1.35406 2.17948
H 0.69618 5.03915 0.36326
H 2.34204 2.90831 -1.62467
H 1.91217 4.36177 -0.75697
H 2.71325 5.02171 -2.95145
H 2.30951 2.86131 -4.11364
H 1.60421 4.19364 -5.03661
H 0.01529 2.26152 -4.80916
H -1.92880 3.61128 -4.03894
H -0.84000 4.61776 -5.00045
H -1.51995 5.77195 -2.88425
H 0.77053 6.30810 -2.04671
H 0.74089 6.25644 -3.81038
H -1.86222 3.66545 -1.55964
H -0.91404 4.86888 -0.72017
H 0.86754 1.49042 -2.65004
H -0.89047 1.67471 -2.60517
N -1.41804 -8.01590 -0.45221
C -0.18614 -7.37467 -0.23987
S 1.20845 -8.35162 -0.08624
C -0.21772 -5.96220 -0.19976
C -1.40684 -5.19927 -0.44769
C -1.37519 -3.82450 -0.39029
N -0.28779 -3.08725 -0.10791
C 0.83953 -3.80512 0.13109
C 0.93498 -5.17066 0.09493
H -1.36433 -9.00204 -0.26255
H -2.23155 -7.56974 -0.05906
H -2.33730 -5.67969 -0.72140
H -2.28559 -3.26001 -0.60289
H 1.72685 -3.21445 0.37088
H 1.87359 -5.66919 0.29527

Question: What is the formula in the second record?
Answer: C40H52GeN5O2SV

Question: What is the formula in the first record?
Answer: C42H55N5O8S2